# C3H11N2

2 unconnected molecules or ions with the total composition C3H11N2 in a non-equilibrium geometry (ωB97M-V/def2-TZVPD, the OMol25 dataset).

Output
LUMO level (alpha / beta), eV: 0.82 / 0.71
Gap between HOMO and LUMO (alpha / beta), eV: 5.989 / 9.530
Spin multiplicity: 2
ΔE to the lowest compared entry with this formula, charge and spin, kcal/mol: 43.3
⟨S²⟩: 0.755
Highest occupied orbital energy (alpha / beta), eV: -5.174 / -8.819

Last column: Löwdin charge in e.
Element x y z (Å)
C (-1.1879, 1.1327, -0.1570)  -0.09
C (-0.0173, 0.6135, 0.6249)  -0.57
C (1.3506, 0.8371, 0.1482)  -0.07
N (-0.3188, -0.0411, 1.8795)  0.05
H (-1.6169, 2.0140, 0.3354)  0.07
H (-2.0012, 0.4093, -0.2505)  0.07
H (-0.8135, 1.4541, -1.1300)  0.07
H (2.1920, 0.6096, 0.7956)  0.04
H (1.4622, 1.7364, -0.4538)  0.04
H (-0.8393, -0.8865, 1.6303)  0.07
H (0.5675, -0.4167, 2.2092)  0.06
N (0.1919, -1.6749, -1.1747)  0.04
H (-0.0044, -2.6338, -0.9261)  0.04
H (1.1468, -1.5344, -1.4708)  0.04
H (-0.5123, -1.3682, -1.8294)  0.04
H (0.4006, -0.2511, -0.2307)  0.10

---

# C5H11NO

C5H11NO in the gas phase in a non-equilibrium geometry (ωB97M-V/def2-TZVPD, the OMol25 dataset).

Output
LUMO level, eV: 0.90
Gap between HOMO and LUMO, eV: 10.272
ΔE to the lowest compared entry with this formula, charge and spin, kcal/mol: 24.8
Highest occupied orbital energy, eV: -9.369

Last column: Löwdin charge in e.
Element x y z (Å)
C (-1.8511, -0.6248, -1.1778)  -0.10
C (-1.3389, 0.2879, -0.0707)  -0.23
C (0.1783, 0.3737, 0.0061)  -0.30
C (0.9075, 1.5570, 1.0718)  0.01
N (0.7768, -0.8790, 0.3664)  0.03
C (1.9414, -1.2632, -0.0773)  -0.42
O (2.5538, -0.6184, -0.8655)  0.04
H (-1.5005, -0.2809, -2.1543)  0.08
H (-1.4976, -1.6476, -1.0401)  0.07
H (-2.9448, -0.6473, -1.1965)  0.07
H (-1.7260, 1.2987, -0.2197)  0.11
H (-1.7355, -0.0479, 0.8965)  0.11
H (0.6174, 0.7049, -0.9192)  0.12
H (0.5261, 2.4885, 0.7050)  0.04
H (0.4703, 1.3112, 2.0339)  0.05
H (1.9877, 1.6286, 1.1665)  0.06
H (0.3702, -1.4363, 1.0877)  0.14
H (2.2650, -2.2052, 0.3874)  0.13

---

# C10H20N3S

2 unconnected molecules or ions with the total composition C10H20N3S in a non-equilibrium geometry (ωB97M-V/def2-TZVPD, the OMol25 dataset).

Output
LUMO level, eV: -3.49
Gap between HOMO and LUMO, eV: 8.605
Total charge: +1
ΔE to the lowest compared entry with this formula, charge and spin, kcal/mol: 78.0
Highest occupied orbital energy, eV: -12.099

Last column: Löwdin charge in e.
Element x y z (Å)
C (1.2219, 0.8626, 2.0732)  0.07
C (3.7776, 2.8672, 1.6361)  -0.19
C (2.5860, 3.5744, 2.3052)  -0.14
C (3.2079, 1.7441, 0.8607)  -0.14
C (1.4021, 3.2899, 1.2852)  -0.09
C (0.8476, 1.1614, -0.2527)  -0.07
C (1.6344, 1.7887, 0.9276)  -0.37
C (-4.6367, -3.5952, -2.9411)  -0.09
C (-3.2129, -4.1396, -2.8063)  -0.20
C (-2.1145, -2.6685, -1.1281)  -0.69
N (0.1212, 0.2571, 1.7012)  0.06
N (-0.2828, 0.4467, 0.3923)  -0.02
N (-2.5339, -3.8368, -1.5147)  -0.04
S (-1.5353, -2.3160, 0.3648)  0.69
H (1.4385, 0.9822, 3.1322)  0.16
H (4.0691, 3.5614, 0.9869)  0.06
H (4.7182, 2.7198, 2.3108)  0.16
H (2.3417, 3.0472, 3.2481)  0.10
H (2.7059, 4.6217, 2.4993)  0.11
H (3.4099, 1.7338, -0.1893)  0.11
H (3.5832, 0.6835, 1.2273)  0.16
H (0.3646, 3.5076, 1.5996)  0.13
H (1.5843, 3.8795, 0.4068)  0.12
H (0.3599, 1.9111, -0.9540)  0.15
H (1.4963, 0.5275, -0.8244)  0.11
H (-4.9758, -3.0919, -2.0674)  0.06
H (-4.6845, -2.8960, -3.7811)  0.07
H (-5.4223, -4.2991, -3.2779)  0.08
H (-2.6691, -3.6364, -3.5522)  0.09
H (-3.3412, -5.2902, -3.0348)  0.16
H (-2.3750, -1.7993, -1.7455)  0.09
H (-1.9628, -4.5631, -1.0934)  0.14
H (-0.3834, -0.5701, 2.1309)  0.17
H (-0.7399, -0.4654, 0.0747)  -0.02

---

# C6H8CrO6

A molecular structure, C6H8CrO6 in a non-equilibrium geometry (ωB97M-V/def2-TZVPD, the OMol25 dataset).

Output
LUMO level (alpha / beta), eV: -4.90 / -4.68
Gap between HOMO and LUMO (alpha / beta), eV: 7.902 / 9.495
Spin multiplicity: 6
Total charge: +1
ΔE to the lowest compared entry with this formula, charge and spin, kcal/mol: 40.8
⟨S²⟩: 8.764
Highest occupied orbital energy (alpha / beta), eV: -12.805 / -14.174

Last column: Löwdin charge in e.
Element x y z (Å)
O (-1.5660, -1.2200, -0.5834)  -0.16
Cr (-0.3287, -1.7927, -2.0585)  1.21
O (-1.7778, -3.0593, -1.6922)  -0.06
C (-2.3122, -2.4034, -0.7379)  -0.69
O (-3.2510, -2.6492, -0.0215)  0.16
C (-1.8493, -0.3094, 0.4898)  -0.19
C (-1.2202, 1.0019, 0.2139)  0.08
H (-2.9462, -0.2242, 0.5692)  0.15
H (-1.4814, -0.7467, 1.4280)  0.15
H (-1.2528, 1.4011, -0.8019)  0.09
H (-1.1685, 1.7148, 1.0377)  0.08
O (2.1387, 1.1740, -1.0323)  0.13
C (1.5653, 0.0037, -0.9796)  -0.56
C (2.0660, 1.7739, 0.2860)  -0.08
O (1.0615, -0.5518, -1.9507)  0.01
O (1.5376, -0.4811, 0.2334)  0.09
C (2.0932, 0.4971, 1.1421)  -0.04
H (2.7086, 2.5111, 0.9507)  0.18
H (1.4426, 0.5414, 2.0203)  0.15
H (3.0922, 0.1738, 1.4521)  0.15
H (1.4483, 2.6449, 0.0347)  0.14

---

# C6H7N

C6H7N in the gas phase in a non-equilibrium geometry (ωB97M-V/def2-TZVPD, the OMol25 dataset).

Output
LUMO level (alpha / beta), eV: -0.12 / -0.43
Gap between HOMO and LUMO (alpha / beta), eV: 6.984 / 6.681
ΔE to the lowest compared entry with this formula, charge and spin, kcal/mol: 166.3
Highest occupied orbital energy (alpha / beta), eV: -7.101 / -7.108

Last column: Löwdin charge in e.
Element x y z (Å)
C (-0.0054, 1.2485, -0.0134)  -0.07
C (0.1573, -1.1150, 0.2178)  0.07
C (-0.5951, -0.0464, 0.1008)  -0.37
C (2.0177, 0.0947, 0.4382)  -0.04
C (1.6255, -1.2681, -0.0357)  -0.24
C (-2.1019, -0.2215, 0.0093)  -0.08
N (1.3430, 1.1969, 0.0691)  -0.02
H (-0.6220, 2.1112, -0.2165)  0.11
H (2.2769, -1.9590, 0.6623)  0.13
H (1.7603, -1.3142, -1.1217)  0.10
H (-2.5014, -1.1349, -0.5208)  0.08
H (-2.6499, -0.4213, 1.0548)  0.11
H (-2.4784, 0.7498, -0.4964)  0.09
H (1.7731, 2.0792, -0.1479)  0.14

---

# C37H33Co2NO5P

A molecular structure, C37H33Co2NO5P in a non-equilibrium geometry (ωB97M-V/def2-TZVPD, the OMol25 dataset).

Output
LUMO level, eV: 2.46
Gap between HOMO and LUMO, eV: 4.521
Total charge: -1
ΔE to the lowest compared entry with this formula, charge and spin, kcal/mol: 31.8
Highest occupied orbital energy, eV: -2.061

Last column: Löwdin charge in e.
Element x y z (Å)
C (-1.2561, 2.0805, 1.1774)  -0.13
N (-0.0587, 1.4389, 0.7373)  -0.22
C (0.9087, 2.2360, -0.0114)  -0.18
C (2.3054, 1.7309, 0.3930)  -0.17
C (2.1021, 0.7061, 1.5225)  -0.16
C (0.5844, 0.5697, 1.7168)  -0.19
H (-1.9888, 1.3145, 1.4792)  0.03
H (-1.1354, 2.7501, 2.0650)  0.09
H (-1.6821, 2.6880, 0.3699)  0.08
H (0.7302, 2.0458, -1.0788)  0.11
H (0.7975, 3.3268, 0.1393)  0.11
H (2.7688, 1.2556, -0.4741)  0.10
H (2.9391, 2.5555, 0.7283)  0.10
H (2.5206, -0.2671, 1.2463)  0.10
H (2.5569, 1.0423, 2.4611)  0.10
H (0.2672, 0.7708, 2.7575)  0.11
H (0.2701, -0.4511, 1.4737)  0.09
O (-2.8859, 1.8027, -2.7518)  0.13
C (-3.1432, 1.2340, -1.7756)  -0.11
Co (-3.6051, 0.2425, -0.4190)  0.06
C (-2.0703, -0.5940, -0.1333)  -0.13
O (-1.0581, -1.1702, -0.1315)  0.12
C (-4.1706, 1.6247, 0.4629)  -0.20
O (-4.4232, 2.6184, 1.0116)  0.10
C (-5.2032, -0.4442, -0.8402)  -0.29
C (-4.1221, -1.2392, -1.3165)  -0.39
C (-3.4826, -1.5881, -2.4975)  -0.13
C (-2.6268, -2.7194, -2.6714)  -0.25
C (-2.4182, -3.2701, -3.9723)  -0.08
C (-1.4006, -4.1851, -4.2025)  -0.14
C (-0.5362, -4.5472, -3.1453)  -0.16
C (-0.8301, -4.1236, -1.8433)  -0.12
C (-1.9426, -3.3227, -1.5942)  -0.08
Co (-4.7951, -1.6620, 0.4082)  -0.01
C (-3.4567, -2.3430, 1.3129)  -0.22
O (-2.6292, -2.8032, 1.9946)  0.10
C (-5.9379, -2.9674, 0.3154)  -0.16
O (-6.7517, -3.7967, 0.3417)  0.10
P (-5.8425, -0.6226, 1.9887)  1.08
C (-4.9716, 0.3910, 3.2470)  -0.32
C (-5.6927, 1.1290, 4.1939)  -0.09
C (-5.0108, 1.8591, 5.1786)  -0.08
C (-3.6200, 1.7712, 5.2622)  -0.09
C (-2.9092, 0.9498, 4.3830)  -0.07
C (-3.5869, 0.2454, 3.3815)  -0.09
C (-7.1361, 0.4943, 1.3240)  -0.34
C (-7.2383, 1.8557, 1.6268)  -0.09
C (-8.3238, 2.6035, 1.1563)  -0.08
C (-9.2520, 2.0266, 0.2865)  -0.10
C (-9.1160, 0.6826, -0.0741)  -0.08
C (-8.0636, -0.0835, 0.4385)  -0.11
C (-6.8145, -1.6653, 3.1458)  -0.31
C (-8.1314, -1.3657, 3.5095)  -0.08
C (-8.7528, -2.0776, 4.5407)  -0.09
C (-8.0726, -3.1035, 5.1997)  -0.10
C (-6.7670, -3.4255, 4.8126)  -0.08
C (-6.1404, -2.7196, 3.7809)  -0.08
H (-6.1185, -0.1529, -1.3110)  0.08
H (-3.7771, -1.0395, -3.3965)  0.10
H (-3.0751, -2.9444, -4.7783)  0.09
H (-1.2526, -4.6045, -5.2032)  0.08
H (0.3445, -5.1730, -3.3371)  0.07
H (-0.1852, -4.3972, -1.0068)  0.09
H (-2.2755, -3.1554, -0.5697)  0.06
H (-6.7849, 1.1399, 4.1421)  0.11
H (-5.5762, 2.4887, 5.8665)  0.10
H (-3.0711, 2.3305, 6.0188)  0.10
H (-1.8290, 0.8506, 4.4752)  0.10
H (-3.0390, -0.4442, 2.7260)  0.08
H (-6.4928, 2.3415, 2.2526)  0.08
H (-8.4307, 3.6426, 1.4765)  0.10
H (-10.0821, 2.6214, -0.1053)  0.10
H (-9.8304, 0.2185, -0.7548)  0.10
H (-7.9520, -1.1312, 0.1409)  0.11
H (-8.6708, -0.5699, 2.9995)  0.10
H (-9.7689, -1.8140, 4.8316)  0.10
H (-8.5553, -3.6518, 6.0125)  0.10
H (-6.2265, -4.2242, 5.3207)  0.10
H (-5.1178, -2.9759, 3.4879)  0.10